Entry from OMol25: one molecule with the formula C26H40N4O4S in a non-equilibrium geometry (ωB97M-V/def2-TZVPD).

```
75
Properties=species:S:1:pos:R:3:forces:R:3:lowdin_charge:R:1
C -0.211 -0.598 -2.572 -0.239 -0.059 0.062 -0.09
C -1.679 -0.442 -2.195 0.195 0.245 -0.034 -0.25
C -2.131 1.014 -2.270 -0.392 -0.293 -0.019 -0.19
C -3.624 1.156 -1.947 0.368 0.157 -0.076 -0.20
N -3.910 0.816 -0.571 0.009 0.161 0.032 -0.17
C -4.997 -0.111 -0.349 -0.280 -0.135 -0.181 -0.19
C -6.389 0.249 -0.910 0.227 0.199 0.122 -0.19
C -7.108 1.433 -0.261 0.001 -0.178 0.008 -0.27
C -7.395 1.229 1.221 0.025 0.156 -0.243 -0.11
C -3.741 1.882 0.388 0.084 -0.225 0.332 -0.17
C -3.087 1.384 1.689 -0.312 0.063 -0.109 -0.15
N -1.764 0.877 1.452 0.039 0.353 -0.106 0.10
C -1.477 -0.431 1.462 0.281 0.053 0.044 -0.46
O -2.252 -1.309 1.811 -0.236 -0.265 0.008 0.04
C -0.080 -0.767 1.030 -0.019 -0.016 -0.034 -0.03
C 0.230 -2.091 1.005 -0.226 0.323 0.108 0.03
N 1.420 -2.610 0.644 -0.189 0.130 0.197 -0.03
C 1.560 -4.054 0.608 0.021 -0.532 -0.307 -0.19
C 1.315 -4.599 -0.797 0.075 0.043 0.221 -0.06
C 2.424 -1.767 0.226 0.327 0.617 -0.131 -0.12
C 3.679 -2.243 -0.189 0.061 -0.060 0.018 0.01
C 4.662 -1.369 -0.590 -0.032 -0.187 0.007 -0.04
C 4.418 -0.001 -0.608 0.446 0.449 -0.240 -0.25
S 5.731 1.112 -1.133 0.230 0.140 -0.078 0.67
O 6.735 0.314 -1.774 -0.066 -0.251 0.262 -0.28
O 5.141 2.202 -1.847 -0.281 0.055 0.265 -0.27
N 6.430 1.747 0.239 -0.287 -0.288 -1.145 -0.23
C 5.612 2.641 1.032 -0.430 0.479 0.233 -0.18
C 5.081 1.812 2.220 0.003 0.056 0.059 -0.14
C 5.941 0.535 2.227 0.079 -0.015 0.046 -0.15
C 7.010 0.788 1.151 0.273 -0.536 0.343 -0.19
C 3.195 0.488 -0.231 -0.110 -0.009 -0.003 0.01
C 2.188 -0.377 0.208 0.258 -0.073 -0.060 -0.05
C 0.905 0.212 0.628 -0.015 -0.259 0.088 -0.33
O 0.737 1.432 0.623 0.088 0.102 -0.103 0.04
H 0.115 -1.630 -2.449 0.122 -0.118 -0.014 0.06
H -0.051 -0.311 -3.609 0.092 0.021 -0.110 0.08
H 0.415 0.037 -1.949 0.111 0.080 0.017 0.06
H -1.850 -0.809 -1.182 -0.089 -0.073 -0.005 0.09
H -2.290 -1.044 -2.873 -0.087 -0.057 0.019 0.11
H -1.541 1.607 -1.569 0.077 0.124 0.029 0.10
H -1.950 1.403 -3.274 0.072 0.084 -0.048 0.11
H -4.174 0.472 -2.597 -0.054 0.041 -0.037 0.11
H -3.952 2.180 -2.190 -0.086 -0.099 -0.038 0.12
H -4.701 -1.061 -0.809 -0.057 -0.041 0.135 0.12
H -5.071 -0.290 0.723 0.029 -0.132 0.049 0.11
H -7.016 -0.639 -0.796 -0.033 -0.068 -0.068 0.11
H -6.300 0.448 -1.981 -0.018 -0.109 -0.055 0.10
H -6.528 2.346 -0.407 -0.034 0.060 -0.053 0.09
H -8.059 1.573 -0.784 0.049 0.087 -0.019 0.10
H -7.983 2.058 1.609 -0.038 0.028 0.120 0.07
H -6.476 1.167 1.798 0.082 -0.027 0.143 0.06
H -7.957 0.309 1.373 -0.055 -0.110 0.086 0.08
H -3.082 2.634 -0.054 -0.053 0.053 0.006 0.12
H -4.684 2.379 0.657 0.039 0.079 -0.046 0.10
H -3.666 0.566 2.123 -0.018 0.163 0.037 0.11
H -3.039 2.211 2.405 -0.066 -0.090 0.005 0.12
H -1.049 1.512 1.105 0.074 -0.198 0.083 0.11
H -0.540 -2.789 1.306 0.000 -0.054 0.007 0.15
H 0.825 -4.477 1.296 0.143 0.111 0.013 0.13
H 2.552 -4.335 0.968 -0.123 0.049 0.065 0.12
H 0.308 -4.348 -1.123 -0.088 0.013 -0.049 0.08
H 2.021 -4.176 -1.507 0.045 0.013 -0.087 0.07
H 1.422 -5.680 -0.799 0.011 -0.119 -0.043 0.08
H 3.892 -3.299 -0.204 -0.007 -0.104 -0.006 0.11
H 5.627 -1.723 -0.918 0.080 -0.143 -0.031 0.12
H 4.834 3.058 0.397 -0.004 0.176 0.131 0.11
H 6.249 3.458 1.385 -0.082 -0.033 -0.070 0.12
H 5.187 2.369 3.149 -0.071 0.017 0.013 0.11
H 4.027 1.572 2.090 -0.006 0.042 0.065 0.09
H 6.395 0.353 3.199 -0.012 -0.071 0.018 0.11
H 5.338 -0.335 1.966 0.025 0.000 0.050 0.09
H 7.300 -0.100 0.593 0.166 -0.038 0.144 0.11
H 7.905 1.236 1.594 -0.021 -0.066 -0.074 0.13
H 2.978 1.544 -0.281 -0.091 0.111 0.032 0.13
```
Forces are in eV/Å.

energy above the lowest of the compared OMol25 structures with the same formula, charge and spin = 19.9 kJ/mol
LUMO level = -0.0078 Eh
highest occupied orbital energy = -7.87 eV
total charge = 0
SMILES = CCCCN(CCCC)CCNC(=O)c1cn(CC)c2ccc(S(=O)(=O)N3CCCC3)cc2c1=O